Entry from the Open Molecules 2025 dataset: a structure of composition C33H46NP3Pb at a distorted geometry (ωB97M-V/def2-TZVPD).

Calculated values
Largest force on an atom: 8.89 eV/Å
Total charge: +2
HOMO-LUMO gap (alpha / beta): 5.4 / 5.4 eV
Energy above the lowest of the compared OMol25 structures with the same formula, charge and spin: 2.299 eV

Each line ends with the Löwdin charge.
Atoms and positions in Å:
P (1.84, -0.83, -1.43)  0.67
P (-1.13, -0.83, -0.55)  0.69
C (0.78, -2.24, -2.01)  -0.35
C (-0.69, -1.79, -2.09)  -0.34
H (0.89, -3.04, -1.26)  0.10
H (1.13, -2.64, -2.97)  0.09
H (-0.82, -1.10, -2.93)  0.10
H (-1.36, -2.64, -2.24)  0.09
C (-1.71, -2.14, 0.60)  -0.20
H (-2.17, -1.66, 1.47)  0.07
H (-0.85, -2.72, 0.96)  0.06
H (-2.43, -2.81, 0.13)  0.07
C (-2.70, -0.01, -1.01)  -0.20
H (-3.42, -0.71, -1.45)  0.08
H (-2.49, 0.80, -1.72)  0.06
H (-3.13, 0.44, -0.11)  0.06
C (3.42, -1.65, -0.98)  -0.20
H (4.22, -0.93, -0.78)  0.06
H (3.72, -2.32, -1.79)  0.07
H (3.25, -2.25, -0.08)  0.06
C (2.30, 0.02, -3.00)  -0.20
H (1.43, 0.57, -3.38)  0.06
H (2.65, -0.68, -3.76)  0.07
H (3.08, 0.75, -2.79)  0.06
Pb (0.68, 0.38, 0.09)  0.97
C (-2.25, -4.66, -4.65)  -0.11
C (-2.08, -5.34, -3.51)  -0.13
C (-1.23, -6.54, -3.20)  -0.19
C (-0.09, -6.87, -4.19)  -0.19
C (0.91, -5.75, -4.34)  -0.10
C (0.85, -4.67, -5.13)  -0.13
C (-0.20, -4.25, -6.12)  -0.19
C (-1.60, -4.90, -5.99)  -0.19
C (2.36, 1.49, 0.73)  -0.34
H (-2.91, -3.80, -4.61)  0.10
H (-2.65, -4.98, -2.65)  0.09
H (-1.88, -7.42, -3.10)  0.12
H (-0.79, -6.39, -2.20)  0.11
H (0.43, -7.75, -3.81)  0.11
H (-0.51, -7.16, -5.15)  0.10
H (1.78, -5.82, -3.68)  0.10
H (1.69, -3.98, -5.06)  0.09
H (0.17, -4.41, -7.14)  0.12
H (-0.32, -3.16, -6.02)  0.10
H (-2.24, -4.47, -6.77)  0.11
H (-1.53, -5.97, -6.22)  0.10
H (2.11, 2.55, 0.82)  0.00
H (3.24, 1.40, 0.08)  0.02
H (2.65, 1.13, 1.73)  0.02
N (-0.23, 1.64, 1.59)  -0.37
P (0.10, 2.86, 2.68)  0.93
C (-0.94, 4.22, 1.93)  -0.27
C (-0.37, 5.48, 1.66)  -0.08
C (-1.12, 6.49, 1.06)  -0.06
C (-2.45, 6.25, 0.71)  -0.06
C (-3.03, 5.00, 0.96)  -0.06
C (-2.27, 3.99, 1.56)  -0.09
C (-0.67, 2.15, 4.22)  -0.27
C (0.08, 2.09, 5.42)  -0.08
C (-0.47, 1.54, 6.58)  -0.06
C (-1.77, 1.03, 6.56)  -0.06
C (-2.51, 1.07, 5.38)  -0.06
C (-1.97, 1.62, 4.22)  -0.09
C (1.70, 3.74, 3.30)  -0.26
C (3.08, 3.53, 3.03)  -0.08
C (4.08, 4.32, 3.62)  -0.06
C (3.74, 5.33, 4.51)  -0.05
C (2.41, 5.56, 4.81)  -0.05
C (1.41, 4.78, 4.22)  -0.12
H (0.66, 5.69, 1.90)  0.10
H (-0.67, 7.45, 0.86)  0.11
H (-3.04, 7.03, 0.24)  0.11
H (-4.05, 4.82, 0.67)  0.11
H (-2.74, 3.03, 1.71)  0.07
H (1.09, 2.46, 5.47)  0.10
H (0.12, 1.50, 7.49)  0.11
H (-2.19, 0.60, 7.46)  0.11
H (-3.52, 0.66, 5.37)  0.11
H (-2.56, 1.62, 3.32)  0.08
H (3.51, 2.81, 2.39)  0.05
H (5.12, 4.14, 3.39)  0.11
H (4.52, 5.93, 4.96)  0.12
H (2.14, 6.34, 5.51)  0.12
H (0.38, 4.99, 4.49)  0.12